Entry 1:
A structure of composition C8H12N2PSr, computed with the ωB97M-V functional and the def2-TZVPD basis.

The geometry in XYZ format:
```
24
Properties=species:S:1:pos:R:3:forces:R:3:lowdin_charge:R:1
C 0.9802 0.7925 -2.2398 0.34 0.65 1.05 -0.367
C 0.2909 0.3113 -3.3258 0.17 0.54 -1.25 -0.476
C -0.3840 -0.9635 -3.4280 -0.56 0.18 0.74 -0.332
C -0.1308 -2.0082 -2.4587 -0.47 -1.04 -0.88 -0.487
C 0.5498 -1.8318 -1.2848 -0.03 0.34 1.73 -0.314
Sr -0.9174 0.0806 -0.9337 1.02 -0.17 -0.41 0.892
P 0.2659 2.9094 0.0459 -0.10 0.47 -0.01 0.613
H 1.7719 1.5775 -2.3186 -0.72 -0.07 -0.73 -0.061
H 0.2231 0.9342 -4.2389 0.26 -0.43 -0.19 0.045
H -0.9412 -1.1980 -4.3567 0.32 0.13 0.67 0.050
H 1.0423 -2.6498 -0.7119 -0.59 -0.35 -0.56 -0.074
H -0.5658 -2.9989 -2.7095 0.46 0.12 -0.49 0.044
H -0.6954 3.5943 0.8677 0.26 0.22 0.01 -0.179
H 0.4716 4.0571 -0.7888 -0.13 -0.45 0.19 -0.145
H 1.3572 3.2773 0.9006 -0.23 -0.19 -0.10 -0.154
N -0.5505 -1.5199 2.1457 0.02 1.35 0.09 -0.003
C -0.5164 -1.5175 3.4954 0.11 1.14 -0.48 -0.113
C -0.3156 -0.1979 3.8918 0.09 -0.69 0.23 -0.099
C -0.1990 0.5490 2.7201 -0.46 -1.03 -1.14 -0.168
N -0.4096 -0.2447 1.6428 0.71 -0.46 1.24 -0.065
H -0.4954 -2.3247 1.5104 -0.15 0.70 -0.06 0.137
H -0.6603 -2.4010 4.0715 0.05 -0.43 0.20 0.099
H -0.2525 0.1725 4.8944 0.07 -0.02 0.25 0.079
H 0.0810 1.6002 2.6088 -0.46 -0.49 -0.09 0.074
```
Positions in Å, forces in eV/Å.

Calculated values
LUMO level (alpha / beta) (eV): 2.61 / 2.61
E_HOMO (alpha / beta) (hartree): -0.02325 / -0.02327
Frontier orbital gap (alpha / beta) (eV): 3.2 / 3.2
Net charge: -1
Total energy (eV): -21588.4662

Entry 2:
A structure of composition C8H12N2PY, computed with the ωB97M-V functional and the def2-TZVPD basis.

The geometry in XYZ format:
```
24
Properties=species:S:1:pos:R:3:forces:R:3:lowdin_charge:R:1
C -0.6409 0.5696 -3.0362 0.75 -0.20 0.65 -0.256
C -1.3387 1.8094 -3.1280 0.37 -0.17 1.69 -0.213
C -0.4554 2.8136 -2.6340 0.47 -0.41 -1.56 -0.202
C 0.8733 2.2833 -2.5542 -1.23 -1.46 0.85 -0.189
C 0.7445 0.8602 -2.6807 -0.81 0.53 -0.05 -0.229
Y -0.9986 -1.0928 0.5086 -0.48 1.25 -1.28 1.049
P -0.1532 -3.6275 -0.3407 -0.45 -1.96 0.15 0.493
H -1.0399 -0.4482 -3.1840 0.21 0.60 -0.40 0.032
H -2.3995 1.9241 -3.3615 0.37 0.03 0.13 0.061
H -0.7160 3.8524 -2.4927 0.02 0.12 -0.21 0.058
H 1.5220 0.1022 -2.5546 -0.12 0.33 -0.28 0.044
H 1.7920 2.8197 -2.3274 -0.30 -0.08 0.06 0.062
H 0.9494 -4.3544 -0.8814 0.01 0.27 -0.06 -0.139
H -1.1590 -4.3910 -1.0855 0.66 0.69 0.70 -0.105
H -0.2056 -4.3838 0.8970 0.04 0.33 -0.83 -0.130
N -0.2599 0.6216 3.7842 0.32 -0.18 1.56 0.021
C 0.8635 -0.1750 4.0008 -0.26 0.30 0.13 -0.097
C 1.2996 -0.6074 2.7990 -1.04 0.04 -0.48 -0.139
N 0.3820 -0.1811 1.8312 0.91 0.72 -0.06 -0.248
C -0.5799 0.6050 2.4652 -0.20 -0.42 -0.96 -0.332
H -0.7541 1.1428 4.5042 0.31 -0.33 -0.43 0.157
H 1.2022 -0.4101 4.9904 0.18 0.19 0.13 0.108
H 2.1423 -1.1986 2.4740 -0.05 -0.03 0.42 0.104
H -1.0703 1.4658 2.0061 0.31 -0.15 0.12 0.091
```
Positions in Å, forces in eV/Å.

Calculated values
LUMO level (alpha / beta) (eV): -1.04 / -0.85
E_HOMO (alpha / beta) (hartree): -0.21028 / -0.20806
Frontier orbital gap (alpha / beta) (eV): 4.7 / 4.8
Total energy (eV): -21795.2352

Entry 3:
A cluster of 2 separate species, C8H12N2Si in total, computed with the ωB97M-V functional and the def2-TZVPD basis.

The geometry in XYZ format:
```
23
Properties=species:S:1:pos:R:3:forces:R:3:lowdin_charge:R:1
C 0.4934 3.8110 -2.0098 -0.09 0.39 0.41 -0.171
C 0.0872 3.6666 -0.7067 0.07 0.24 -0.14 -0.100
C 0.1037 1.7289 -1.7245 0.01 -0.29 -0.37 -0.534
C 0.7145 -3.4646 -0.1435 -0.22 -0.02 0.10 -0.024
C -0.3819 0.7920 1.9524 -0.12 -0.44 0.33 -0.065
C -0.1336 -2.4872 0.1917 0.08 -0.85 -0.15 -0.286
C -0.6938 -0.3147 1.2501 -0.24 0.67 0.47 -0.256
C 0.2345 -1.1601 0.5858 0.26 0.98 -2.44 -0.206
N 0.5026 2.6125 -2.6249 0.07 -0.65 -0.47 0.029
N -0.1649 2.3458 -0.5403 -0.05 -0.24 -0.01 0.044
Si -0.0611 -0.0855 -2.0986 0.27 0.01 2.71 0.928
H 0.7698 4.7091 -2.5261 0.05 0.19 -0.05 0.093
H -0.0346 4.3785 0.0851 -0.02 0.10 0.13 0.106
H 0.3668 -4.4447 -0.4226 -0.11 -0.12 -0.04 0.042
H 1.7808 -3.3151 -0.1389 0.25 0.09 0.01 0.050
H -1.1344 1.3690 2.4622 -0.19 0.07 0.07 0.057
H 0.6458 1.0723 2.1225 0.21 0.05 -0.02 0.067
H -1.1975 -2.6958 0.1809 -0.13 -0.05 -0.02 0.100
H -1.7381 -0.5960 1.1621 -0.11 -0.01 0.02 0.111
H 1.2896 -0.9534 0.7096 0.11 0.01 0.13 0.103
H -0.3996 1.8679 0.3341 -0.02 0.11 -0.25 0.070
H 1.0408 -0.6933 -2.8256 0.12 -0.09 -0.25 -0.076
H -1.4075 -0.5538 -2.3938 -0.20 -0.15 -0.18 -0.082
```
Positions in Å, forces in eV/Å.

Calculated values
LUMO level (alpha / beta) (eV): -0.69 / -0.69
E_HOMO (alpha / beta) (hartree): -0.26139 / -0.26146
Frontier orbital gap (alpha / beta) (eV): 6.4 / 6.4
Total energy (eV): -19344.8216

Entry 4:
The ion C8H12N3 with charge +1, computed with the ωB97M-V functional and the def2-TZVPD basis.

The geometry in XYZ format:
```
23
Properties=species:S:1:pos:R:3:forces:R:3:lowdin_charge:R:1
C -1.0816 0.7411 0.6816 0.16 -1.61 -0.04 -0.001
C 0.2001 1.0932 0.7496 -0.12 -2.04 -0.91 0.033
C -1.4657 -1.4165 -0.4890 1.67 1.40 1.35 0.375
C 2.8432 -1.0379 0.9403 -2.78 2.20 -2.28 -0.104
C -1.9084 -0.5214 0.3195 0.14 1.34 -1.40 -0.217
C 1.4665 0.4631 0.1507 0.40 0.83 -2.68 -0.484
C -3.4699 -0.4449 0.4208 2.24 -5.12 1.97 0.038
C 1.8687 1.4646 -0.9919 0.10 -0.23 -0.54 -0.004
N 2.5401 0.1877 1.0789 -0.37 0.10 0.15 0.158
N 2.1474 -1.7257 -0.0852 2.06 -1.62 2.42 0.014
N 1.3276 -0.7870 -0.5842 -4.01 -0.73 -1.12 -0.006
H -1.7148 1.5193 0.9606 -1.42 0.90 0.64 0.094
H 0.2824 2.0713 1.1391 0.71 0.96 0.37 0.123
H -0.9026 -2.2709 -0.7108 0.04 -1.24 -0.65 0.076
H 3.5553 -1.4408 1.4976 2.96 -2.22 2.23 0.090
H -3.7462 -0.8987 1.4197 0.19 0.29 -1.14 0.134
H -3.8419 -1.0476 -0.3949 -0.74 0.41 0.01 0.094
H -3.6872 0.5167 0.4858 -1.34 4.33 -0.40 0.035
H 2.6236 1.0957 -1.7480 -0.48 0.08 1.37 0.116
H 2.2160 2.3191 -0.4805 0.76 1.22 0.23 0.068
H 1.0305 1.7967 -1.6177 -0.22 -0.29 0.41 0.093
H 1.6600 -2.5388 0.2772 0.18 -0.26 0.02 0.134
H 1.4087 -0.8770 -1.5880 -0.12 1.31 -0.03 0.144
```
Positions in Å, forces in eV/Å.

Calculated values
LUMO level (alpha / beta) (eV): -6.19 / -6.19
E_HOMO (alpha / beta) (hartree): -0.45900 / -0.45891
Frontier orbital gap (alpha / beta) (eV): 6.3 / 6.3
Net charge: +1
Total energy (eV): -12947.4644

Entry 5:
The ion C8H12N4 with charge +2, computed with the ωB97M-V functional and the def2-TZVPD basis.

The geometry in XYZ format:
```
24
Properties=species:S:1:pos:R:3:forces:R:3:lowdin_charge:R:1
C -3.8753 -0.8612 -0.3079 -1.33 -3.93 -0.11 -0.062
C -2.6051 -1.2032 -0.0086 2.16 -1.66 0.68 0.023
N -1.9320 0.0145 0.2438 -0.38 -1.45 -0.36 -0.038
C -0.4847 0.1965 0.6166 -0.36 1.36 -1.36 0.013
C 0.5869 0.3438 -0.7270 -1.36 2.06 2.10 0.001
N 1.9721 0.1605 -0.2868 -1.66 -0.27 -0.02 -0.077
C 2.9076 1.1739 -0.2039 0.76 -1.62 -0.36 0.015
C 4.0606 0.5871 0.1816 0.21 -0.33 0.39 0.006
N 3.7609 -0.7383 0.4227 0.35 -1.91 0.80 0.113
C 2.4811 -1.0221 0.1072 1.10 1.01 0.93 -0.001
C -2.8624 0.9368 0.1187 0.76 2.11 -0.66 -0.040
N -4.0228 0.4381 -0.2755 1.30 1.72 0.71 0.151
H -4.8054 -1.4123 -0.4035 0.65 -0.62 -0.33 0.161
H -2.0496 -2.2017 0.1586 -1.40 1.90 -0.48 0.178
H -0.5142 0.8896 1.5048 0.66 0.10 -1.52 0.158
H -0.2071 -0.7043 1.0666 0.41 -1.64 0.53 0.080
H 0.5173 1.3114 -1.3136 -0.05 -1.04 1.09 0.155
H 0.3533 -0.4290 -1.3993 -0.51 -1.12 -0.74 0.106
H 2.8293 2.1346 -0.6249 -0.65 0.93 -0.24 0.138
H 5.0524 1.0215 0.2234 -0.17 -0.30 0.29 0.154
H 4.3332 -1.4688 0.9261 -0.42 1.37 -1.04 0.219
H 2.0002 -2.0019 0.3501 0.31 1.24 -0.65 0.192
H -2.6187 1.9557 0.1742 -0.05 1.24 0.19 0.161
H -4.8776 0.8789 -0.5432 -0.32 0.84 0.15 0.196
```
Positions in Å, forces in eV/Å.

Calculated values
LUMO level (eV): -6.44
E_HOMO (hartree): -0.63062
Frontier orbital gap (eV): 10.7
Structure (SMILES): c1c[n+](CC[n+]2cc[nH]c2)c[nH]1
Net charge: +2
Total energy (eV): -14434.4156

Which of these has the lowest total energy?
C8H12N2PY

What is the total energy in the third record?
-19344.8216 eV